Record 1
{
  "formula": "C5H37N2O12",
  "method": "ωB97M-V/def2-TZVPD",
  "elements": ["O", "O", "O", "O", "O", "O", "O", "O", "O", "O", "O", "O", "N", "N", "C", "C", "C", "C", "C", "H", "H", "H", "H", "H", "H", "H", "H", "H", "H", "H", "H", "H", "H", "H", "H", "H", "H", "H", "H", "H", "H", "H", "H", "H", "H", "H", "H", "H", "H", "H", "H", "H", "H", "H", "H", "H"],
  "coordinates": [[2.870, 0.912, 0.923], [2.291, -0.582, -1.327], [2.192, 0.523, 3.595], [-2.012, 2.113, -2.464], [0.989, -2.662, 0.059], [3.319, -1.881, 3.150], [-0.660, -0.296, -3.843], [0.670, 2.106, -0.171], [3.561, -2.051, 0.523], [1.215, 1.306, -2.758], [-1.652, 1.941, 1.174], [0.154, 2.202, 3.403], [-1.208, -0.678, -0.813], [-3.103, -0.358, -2.767], [-1.161, -0.394, 0.630], [-2.254, 0.624, 1.041], [-1.933, -1.880, -1.224], [-2.960, 0.326, 2.370], [-3.323, -1.371, -1.693], [-1.015, 1.896, 1.916], [4.234, -2.735, 0.451], [-0.369, 2.460, 4.169], [0.893, 1.636, 3.727], [-1.104, 1.974, -2.779], [-3.924, -2.229, -1.985], [-0.173, -0.841, -4.464], [2.135, 1.337, -3.036], [-0.250, 1.973, 0.155], [-2.835, -0.877, -3.601], [-1.858, 2.113, -1.525], [0.782, 2.987, -0.533], [-2.739, 1.016, 3.177], [-2.867, -0.713, 2.681], [2.238, 0.501, 2.616], [-2.455, 0.330, -2.291], [-4.048, 0.339, 2.211], [-2.124, -2.493, -0.344], [0.078, 0.220, -3.440], [-3.760, -0.869, -0.835], [2.402, -1.539, -1.212], [0.833, -3.603, 0.157], [-3.990, 0.024, -3.099], [2.821, -2.696, 3.072], [-0.235, 0.131, 0.821], [-1.267, -1.309, 1.219], [3.000, 1.005, 3.816], [-0.276, -0.569, -1.186], [1.925, -2.481, 0.301], [2.908, -1.213, 3.723], [-3.018, 0.839, 0.289], [3.090, -0.367, -1.817], [1.283, 1.312, -1.785], [-1.390, -2.366, -2.030], [2.212, 1.443, 0.436], [3.549, -1.788, 1.480], [2.678, 0.006, 0.651]],
  "forces_ev_per_a": [[-0.2, -0.1, 0.6], [0.1, -0.8, -0.5], [0.3, -0.1, 0.3], [0.5, -0.2, -0.3], [-0.1, 0.2, 0.0], [0.8, -0.1, -0.4], [0.6, -0.1, 0.0], [0.3, -0.4, -0.4], [0.2, -0.1, 0.4], [0.1, 0.7, 0.0], [0.4, -0.4, -0.5], [-0.2, -0.1, 0.0], [0.4, 0.5, 0.4], [-1.8, -1.6, 0.5], [-1.4, 0.3, -0.8], [0.2, 1.1, 1.3], [-0.3, 1.8, 0.1], [-1.3, -1.0, -0.5], [0.7, -1.0, 0.6], [-0.1, 0.3, 0.3], [0.1, 0.0, 0.0], [0.1, 0.0, 0.0], [-0.4, 0.2, -0.2], [-0.2, 0.2, -0.4], [-0.3, 0.3, -0.4], [-0.1, -0.2, -0.3], [-0.1, 0.0, -0.4], [0.1, 0.7, 0.1], [1.4, 0.6, 0.1], [-0.2, 0.4, 1.0], [-0.4, 0.3, 0.1], [0.3, 0.0, 0.0], [0.7, 0.0, 0.3], [0.1, 0.3, -0.2], [0.0, 0.0, -1.5], [0.1, 0.6, 0.1], [0.2, -0.5, -0.2], [-0.2, 0.0, 0.0], [-0.3, 0.0, -0.1], [-0.3, 0.3, 0.1], [0.2, -0.1, 0.1], [0.1, 0.7, 0.7], [-0.4, 0.1, 0.6], [0.4, -0.5, 0.3], [0.3, 0.0, 0.0], [0.0, 0.1, 0.1], [0.0, -0.6, -0.2], [-0.3, -0.5, 0.1], [-0.5, -0.3, -0.2], [0.2, -0.6, -0.2], [0.1, 0.2, 0.1], [-0.4, -0.1, -0.1], [-0.1, -0.3, 0.1], [0.0, -0.2, 0.4], [0.3, -0.2, -0.2], [0.3, 0.2, -0.6]],
  "mulliken_charge": [-0.764, -0.502, -0.904, -0.794, -0.548, -0.692, -0.515, -0.580, -0.586, -0.727, -0.648, -0.671, 0.783, 0.056, -0.618, 0.550, -0.649, -1.563, -0.837, 0.323, 0.230, 0.290, 0.453, 0.347, 0.463, 0.310, 0.310, 0.139, 0.350, 0.417, 0.221, 0.339, 0.375, 0.466, 0.028, 0.343, 0.409, 0.243, 0.302, 0.120, 0.254, 0.345, 0.318, -0.284, 0.488, 0.357, -0.206, 0.365, 0.375, 0.487, 0.239, 0.425, 0.386, 0.499, 0.371, 0.313],
  "lumo_energy_ev": -2.3,
  "charge": 1,
  "multiplicity": 1
}

---

Record 2
{
  "formula": "C10H17N3O6",
  "method": "ωB97M-V/def2-TZVPD",
  "elements": ["O", "O", "O", "O", "O", "O", "N", "N", "N", "C", "C", "C", "C", "C", "C", "C", "C", "C", "C", "H", "H", "H", "H", "H", "H", "H", "H", "H", "H", "H", "H", "H", "H", "H", "H", "H"],
  "coordinates": [[4.747, 1.481, 1.631], [-1.937, -4.725, -1.666], [-0.562, -3.258, -0.646], [-1.457, 0.958, -2.583], [-0.465, 1.731, 1.752], [-3.414, -0.008, -2.520], [-1.568, 0.484, 0.244], [3.955, 3.403, 2.644], [0.873, 0.888, -1.232], [2.078, 0.646, 1.084], [-2.935, -2.774, -1.018], [-2.778, -1.554, -0.133], [-0.414, 0.947, 0.836], [-2.307, 0.082, -2.047], [2.491, 2.116, 1.191], [-1.765, -0.577, -0.714], [0.834, 0.388, 0.181], [-1.636, -3.522, -1.090], [3.863, 2.286, 1.862], [2.581, 2.540, 0.197], [1.233, 1.866, -1.235], [-1.151, -5.261, -1.596], [-3.678, -3.447, -0.614], [1.821, 0.219, 2.064], [0.788, -0.765, 0.196], [4.769, 3.469, 3.289], [-2.356, 1.021, 0.545], [-3.256, -2.466, -2.004], [-0.556, 0.898, -2.186], [1.755, 2.717, 1.753], [-0.809, -1.054, -0.934], [-2.545, -1.859, 0.885], [3.083, 3.761, 2.981], [1.570, 0.320, -1.735], [2.899, 0.087, 0.686], [-3.750, -1.037, -0.069]],
  "forces_ev_per_a": [[0.1, 0.7, 0.5], [0.3, 0.6, 0.1], [0.7, 0.3, 0.1], [-0.1, -0.4, -0.4], [0.4, 0.4, 0.4], [0.3, -0.8, 0.7], [0.9, 0.7, 0.4], [1.4, -0.4, 0.8], [1.3, 0.0, 0.6], [-1.0, 0.7, -0.3], [0.6, 1.0, 0.5], [-0.8, 0.1, -0.4], [-1.1, -1.2, -1.3], [0.0, 0.9, 0.0], [-0.2, 0.2, 0.9], [-0.8, 0.5, -0.4], [1.2, -1.1, 0.7], [-1.9, -1.6, -0.4], [-0.5, -0.8, -0.8], [0.1, 0.2, -0.2], [-0.4, -1.0, 0.0], [0.7, -0.6, -0.1], [-0.2, -0.3, 0.0], [0.2, 0.2, -0.2], [-0.3, 1.7, -0.4], [-1.0, -0.1, -0.9], [-0.7, 0.0, 0.1], [-0.1, -0.1, -0.4], [0.1, 0.1, 0.5], [0.1, -0.4, -0.4], [-0.3, 0.1, 0.1], [0.4, 0.1, 0.0], [-0.1, 0.3, 0.2], [-0.3, 0.5, 0.2], [0.6, -0.4, -0.2], [0.3, -0.1, -0.1]],
  "mulliken_charge": [-0.601, -0.458, -0.569, -0.547, -0.676, -0.588, -0.022, -0.397, -0.624, -1.007, -0.733, -0.875, 0.161, 0.401, -0.391, -0.080, 0.492, 0.633, 0.311, 0.153, 0.252, 0.352, 0.399, 0.360, 0.105, 0.277, 0.251, 0.364, 0.529, 0.299, 0.498, 0.312, 0.261, 0.301, 0.474, 0.381],
  "lumo_energy_ev": 0.4,
  "charge": 0,
  "multiplicity": 1,
  "smiles": "NC(=O)CC[C@H](N)C(=O)N[C@@H](CCC(=O)O)C(=O)O"
}

---

| no. | orbital gap (Ha) |
| --- | --- |
| 1 | 0.3600 |
| 2 | 0.3706 |